# 1
# C21H20N2O4

C21H20N2O4 in the gas phase in a non-equilibrium geometry (ωB97M-V/def2-TZVPD, the Open Molecules 2025 dataset).

XYZ file:
```
47
Properties=species:S:1:pos:R:3:mulliken_charge:R:1
N -1.2846 4.2150 -1.8031 -0.71
C -1.4337 2.9636 -2.5337 1.76
C -1.8399 3.2256 -4.0515 0.07
O -2.7869 3.9739 -4.2870 -0.54
O -1.1639 2.5121 -5.0185 -0.44
C -2.5201 2.1565 -1.8551 -1.55
C -1.7093 1.1450 -0.8866 -0.01
C -1.6680 1.7744 0.6290 0.29
O -0.8643 2.5737 0.9263 -0.52
O -2.4703 1.1667 1.5535 -0.50
N -0.4183 0.8738 -1.5730 0.41
C 0.5772 0.0565 -1.0002 -1.36
C 0.4314 -1.3349 -1.2433 0.85
C 0.2255 -1.8422 -2.6452 -0.76
C 0.2982 -3.2343 -2.9238 -0.34
C 0.2567 -4.1969 -1.9579 -0.62
C 0.1988 -3.7325 -0.6030 -0.79
C 0.4898 -2.4167 -0.2278 0.71
C 0.6858 -2.1319 1.1892 -0.38
C 1.0087 -2.0141 2.3757 -0.15
C 1.5137 -1.7686 3.6584 0.66
C 1.9318 -2.8371 4.3650 -0.46
C 2.5244 -2.6839 5.7125 -0.43
C 2.8202 -1.3012 6.1228 -0.40
C 2.2509 -0.2298 5.3904 -0.54
C 1.6974 -0.4920 4.0744 -0.44
C -0.0704 2.0863 -2.4153 -1.27
H -1.0501 5.0763 -2.3847 0.25
H -0.6165 4.0769 -0.9598 0.26
H -1.3740 2.7780 -5.9022 0.35
H -3.1437 1.6647 -2.5552 0.51
H -3.1315 2.7397 -1.2073 0.40
H -2.3115 0.2332 -0.8137 0.46
H -2.1556 1.6497 2.3618 0.36
H 1.4599 0.4057 -1.4715 0.55
H 0.7331 0.3284 0.0591 0.34
H -0.0882 -1.2085 -3.4508 0.35
H 0.0942 -3.5598 -3.9597 0.29
H 0.0715 -5.1930 -2.1700 0.46
H 0.1134 -4.4892 0.1521 0.43
H 1.7366 -3.7994 3.9171 0.40
H 2.9118 -3.6295 6.2841 0.27
H 3.3572 -1.1731 7.1251 0.29
H 2.3844 0.7866 5.7086 0.38
H 1.3235 0.3278 3.4883 0.50
H 0.6660 2.7457 -1.8084 0.23
H 0.3387 1.7326 -3.3849 0.39
```

- E_LUMO (eV) = 0.3
- SMILES = N[C@]1(C(=O)O)C[C@H](C(=O)O)N(Cc2ccccc2C#Cc2ccccc2)C1
- highest occupied orbital energy (hartree) = -0.301



# 2
# C23H55N18O9

8 unconnected molecules or ions with the total composition C23H55N18O9 in a non-equilibrium geometry (ωB97M-V/def2-TZVPD, the Open Molecules 2025 dataset).

XYZ file:
```
105
Properties=species:S:1:pos:R:3:mulliken_charge:R:1
C 5.1710 0.5998 1.5194 -1.02
C 4.0023 1.6427 1.6240 0.41
C 4.1775 3.0082 2.0941 -0.67
C 3.0104 3.8796 2.1615 -0.34
C 1.6853 3.4410 1.7608 -0.73
C 1.5077 2.0658 1.2737 0.55
C 0.0799 1.6398 0.8327 0.08
C -0.0504 1.1960 -0.6646 -0.26
C 0.9751 0.1574 -1.2732 -0.19
N 0.3912 -1.2134 -1.0923 -0.49
C -0.7947 -0.9193 -0.3347 -0.23
N -1.3575 -1.5771 0.6215 -0.02
O -2.4722 -1.1273 1.2471 -0.25
C -2.3257 -1.2300 2.6940 -0.47
C -2.5920 0.1580 3.4033 -0.51
N -3.7975 0.7787 2.7812 -0.29
C -3.3637 1.9762 1.9966 -0.35
C -4.6037 2.6703 1.2797 0.77
C -4.0721 3.5656 0.0937 -0.99
O -5.3119 3.4260 2.2661 -0.54
N -1.3122 0.3694 -0.7742 -0.19
C 2.6731 1.1973 1.2399 -0.17
H 6.0911 1.0331 1.0612 0.35
H 4.8368 -0.3619 1.0589 0.06
H 5.4380 0.3525 2.5890 0.30
H 5.1671 3.3953 2.4163 0.39
H 3.0941 4.9266 2.5450 0.34
H 0.8138 4.1385 1.8165 0.23
H -0.5732 2.5502 0.9500 0.34
H -0.3408 0.8929 1.5651 -0.64
H -0.2013 2.0438 -1.3715 0.67
H 0.8404 0.3055 -2.3875 -0.33
H 2.0719 0.3040 -1.1612 0.66
H 0.1113 -1.6819 -1.9579 0.35
H -0.9354 -2.4682 0.9085 0.49
H -1.3267 -1.6113 3.0276 0.33
H -3.0880 -1.9426 3.1112 0.39
H -1.7388 0.8758 3.3006 0.17
H -2.7682 -0.0093 4.4973 0.46
H -4.4212 1.0672 3.5408 0.35
H -2.7876 2.7073 2.6315 0.28
H -2.7439 1.5594 1.1538 -0.27
H -5.2317 1.8101 0.9048 0.21
H -3.0740 3.2256 -0.2890 0.07
H -3.9362 4.6127 0.4810 0.32
H -4.7864 3.5784 -0.7661 0.32
H -5.1165 2.9949 3.1182 0.27
H -1.6586 0.3078 -1.7352 0.37
H 2.5264 0.1485 0.8748 0.40
C -6.1299 2.6711 6.0265 0.62
O -5.6461 2.1825 5.0109 -0.65
N -6.3894 1.9356 7.1376 -0.45
N -6.4455 3.9862 6.1216 -0.36
H -6.7849 2.3147 7.9777 0.16
H -6.1682 0.9561 7.1018 0.21
H -6.2670 4.5611 5.3156 0.21
H -6.8421 4.4070 6.9411 0.17
C 2.3666 -1.5501 -4.4090 0.61
O 1.9883 -0.3842 -4.4501 -0.64
N 2.0831 -2.3672 -3.3588 -0.20
N 3.0953 -2.1187 -5.4000 -0.43
H 2.3795 -3.3247 -3.2954 0.21
H 1.5423 -1.9718 -2.6106 0.25
H 3.3231 -1.5418 -6.1916 0.25
H 3.4134 -3.0704 -5.3837 0.17
C -1.0489 1.8968 -6.2822 0.48
O -1.8331 2.5889 -6.9028 -0.64
N -0.9004 1.9862 -4.9253 -0.27
N -0.2477 0.9730 -6.8764 -0.32
H -0.2564 1.4246 -4.3979 0.20
H -1.4731 2.6584 -4.4451 0.13
H -0.3211 0.8735 -7.8736 0.19
H 0.4029 0.3961 -6.3738 0.20
C -3.0311 -5.0279 -0.9328 0.53
O -2.2111 -5.4187 -1.7432 -0.64
N -4.0743 -5.7891 -0.5142 -0.38
N -2.9659 -3.7798 -0.3742 -0.19
H -4.7587 -5.4825 0.1520 0.17
H -4.1531 -6.7124 -0.9046 0.24
H -2.2090 -3.1961 -0.6648 0.09
H -3.6262 -3.4286 0.2960 0.18
C 5.7100 -3.2139 -0.2328 0.74
O 5.1400 -2.3866 0.4641 -0.62
N 6.0199 -4.4617 0.2132 -0.55
N 6.0823 -2.9581 -1.5154 -0.40
H 6.4878 -5.1544 -0.3447 0.16
H 5.7620 -4.6900 1.1581 0.25
H 5.8706 -2.0462 -1.8812 0.20
H 6.5507 -3.6225 -2.1039 0.18
C 3.2880 -6.9295 -0.4689 0.56
O 4.1034 -7.3140 -1.2913 -0.66
N 2.2279 -7.6882 -0.0763 -0.38
N 3.3741 -5.7057 0.1241 -0.36
H 1.5476 -7.3909 0.5972 0.16
H 2.1351 -8.5974 -0.4948 0.24
H 4.1528 -5.1215 -0.1493 0.28
H 2.7189 -5.3641 0.8021 0.15
C 1.5122 5.3698 -1.4837 0.66
O 0.9151 5.7850 -0.5038 -0.62
N 1.3795 5.9329 -2.7164 -0.42
N 2.3615 4.3072 -1.4259 -0.30
H 1.8608 5.6074 -3.5340 0.16
H 0.7600 6.7204 -2.7963 0.24
H 2.4833 3.8662 -0.5275 0.13
H 2.8626 3.9484 -2.2175 0.17
```

- E_LUMO (eV) = -3.7
- highest occupied orbital energy (hartree) = -0.398
- total charge = +1



# 3
# C5H6FNO3

C5H6FNO3 in the gas phase in a non-equilibrium geometry (ωB97M-V/def2-TZVPD, the Open Molecules 2025 dataset).

XYZ file:
```
16
Properties=species:S:1:pos:R:3:mulliken_charge:R:1
C 1.9106 -0.1424 -0.4364 -0.96
C 0.7657 -0.0050 0.5010 0.78
O 0.8074 0.0471 1.6932 -0.57
O -0.3389 -0.1400 -0.1647 -0.37
C -1.5468 -0.2083 0.5360 -0.21
N -2.2656 -1.4257 0.3020 -0.15
C -3.3906 -0.8701 -0.3202 0.10
O -4.4111 -1.3488 -0.6964 -0.54
C -2.7521 0.5522 -0.2921 0.33
F -3.3700 1.4413 0.5585 -0.28
H 2.0180 -1.1967 -0.5059 0.27
H 2.8090 0.2642 0.2096 0.30
H 1.8444 0.4323 -1.3547 0.32
H -1.4120 0.0334 1.5504 0.49
H -1.8177 -2.3180 0.3841 0.21
H -2.6438 1.0628 -1.2926 0.28
```

- E_LUMO (eV) = 0.6
- SMILES = CC(=O)O[C@@H]1NC(=O)[C@H]1F
- highest occupied orbital energy (hartree) = -0.383



# 4
# C4H8ClN4

2 unconnected molecules or ions with the total composition C4H8ClN4 in a non-equilibrium geometry (ωB97M-V/def2-TZVPD, the Open Molecules 2025 dataset).

XYZ file:
```
17
Properties=species:S:1:pos:R:3:mulliken_charge:R:1
C 0.3941 -0.1570 1.6034 -0.70
C 0.9884 -1.1651 0.9180 -0.25
C -0.3074 0.9345 0.9012 0.86
C 0.6923 0.0531 -1.0967 0.10
N 1.2045 -0.9855 -0.4222 -0.13
N -0.0812 1.0197 -0.4172 -0.11
N -1.0926 1.8298 1.5422 -0.41
N -0.9432 -1.2734 -2.2541 -0.51
Cl 1.4938 0.5320 -2.5797 -0.13
H 0.3510 -0.0608 2.6273 0.40
H 1.5285 -1.9341 1.4833 0.39
H 1.6774 -1.6128 -1.1273 0.28
H -0.1138 1.8972 -0.8261 0.26
H -1.3852 1.6386 2.5610 0.30
H -1.6689 2.3663 0.9129 0.26
H -1.9329 -1.0050 -2.2343 0.19
H -0.8047 -2.0775 -1.5919 0.19
```

- E_LUMO (alpha / beta) (eV) = -4.6 / -4.6
- highest occupied orbital energy (alpha / beta) (hartree) = -0.475 / -0.399
- total charge = +1



M (g mol⁻¹)
364.40; 727.81; 147.10; 147.59